A structure of composition C46H58MnN5O9P2Se in a non-equilibrium geometry. Source: OMol25; level of theory: ωB97M-V with the def2-TZVPD basis set.

Last column: Mulliken charge in e.
Geometry (Å):
O1 -0.2825 5.1337 -0.6295  -0.7142
H1 4.9183 -2.0789 -4.4118  0.2461
Mn1 0.1461 -0.1344 0.1149  -0.0276
O2 0.2876 -4.1905 -1.8034  -0.1209
O3 -0.1374 1.0464 -1.4227  0.0856
H2 0.0769 -2.5104 3.9237  0.3207
H3 2.2974 -5.4449 -3.0411  0.3989
C1 2.8228 -0.6275 1.6457  -1.2624
H4 0.6078 -2.5476 -4.7397  0.5088
H5 0.1743 2.8875 2.5390  0.2810
H6 -5.4005 -0.6830 1.5053  0.3628
H7 -3.7521 -3.3279 -3.3614  0.3359
C2 1.0232 -3.7048 -2.9943  1.3282
Se1 2.4243 0.0836 -3.0127  -0.3222
N1 7.5690 -2.0712 7.4583  -0.5566
H8 2.4407 -1.5599 2.0308  0.8118
O4 1.5701 -3.8711 0.3822  -0.5319
C3 1.5969 -4.9169 -3.6903  -1.6600
C4 -3.5035 -1.6042 1.9377  2.3038
C5 6.9559 -1.7186 6.5541  0.0201
H9 7.8993 -0.5642 4.3477  0.4459
C6 -0.4862 3.2683 -2.1462  -0.0848
C7 7.6862 2.4580 -5.4530  -1.4617
H10 7.9899 1.8826 -6.3315  0.3295
H11 0.6955 2.3020 4.7465  0.4511
H12 1.1719 -4.1908 2.8870  0.0102
C8 5.2045 -0.0011 -3.9129  1.0539
H13 2.7362 3.0408 -2.6565  -0.0513
H14 4.5057 -1.6593 -2.7526  -0.0205
C9 6.8247 -0.6891 4.3288  -0.8098
H15 7.5375 3.4942 -5.7596  0.3279
H16 0.8007 -5.6060 -3.9834  0.2862
H17 -3.2684 -3.2877 3.2587  0.3463
C10 4.0630 0.8042 -3.6939  0.2153
C11 -5.3239 -3.1618 -1.9148  -1.3090
C12 -0.2714 2.2522 -1.0951  0.5892
C13 1.0200 -5.1462 2.3838  -1.0724
O5 -2.9313 -3.1832 -1.5351  -0.2375
C14 5.2170 -1.4644 -3.5554  -1.4452
H18 8.5186 2.4323 -4.7439  0.2990
C15 4.0702 -1.0239 4.3043  0.4002
H19 -4.9465 -2.7522 3.0515  0.3928
C16 -3.9685 -2.7534 -2.4621  0.5105
C17 0.0954 -0.5708 3.0176  0.4412
C18 6.0911 -0.2702 3.2343  -0.5551
H20 -4.1895 -0.6713 -1.9204  0.2118
C19 6.4277 1.8901 -4.8393  0.7819
C20 -0.9348 3.7411 -4.4734  -0.9659
O6 -3.6074 -2.4849 0.7705  -0.3836
H21 -1.0894 5.8264 -4.9844  0.3684
C21 5.3166 2.6849 -4.5928  -1.1732
C22 -0.9196 5.1053 -4.1936  -0.3161
H22 -0.2563 -2.0155 -3.3034  -0.1393
N2 2.3040 0.0474 0.6685  0.9364
H23 6.2189 -1.7773 -3.2443  0.4164
H24 4.3111 -1.8658 6.2591  0.4677
C23 0.5567 1.2389 4.5744  -0.7356
H25 5.3552 3.7415 -4.8500  0.2155
H26 -4.3435 0.2639 2.5804  0.4236
C24 4.1486 1.1124 1.3377  -0.8388
C25 1.3200 -6.3136 0.1671  -1.1661
H27 -0.6624 6.6097 -2.6700  0.4194
H28 7.2245 -0.0846 -4.6231  0.3267
C26 0.2099 -1.4515 4.1157  -0.6788
C27 -0.6846 5.5527 -2.9068  -0.7248
H29 -2.4638 -1.2822 2.0428  -1.0922
C28 -1.1731 -3.5685 0.3341  -0.3034
N3 -0.0731 1.5911 1.0064  1.2219
H30 -0.6594 1.7736 -3.6413  0.4876
H31 -0.0514 -5.3202 2.2660  0.2411
O7 -0.1600 -1.0473 1.8334  1.3541
H32 3.2833 4.1470 -3.9399  0.3680
H33 0.2540 -6.2709 -0.0630  0.2353
C29 -0.7024 2.8387 -3.4523  -0.4424
H34 1.4295 -5.9374 3.0140  0.5502
C30 0.0797 -2.8963 -3.8525  -1.0148
H35 -1.5457 -4.5822 0.1937  0.8810
C31 6.1893 -1.2807 5.4157  0.5206
P1 0.3913 -3.2995 -0.5081  0.4050
H36 -0.2207 4.3505 -0.0212  0.5783
N4 -0.2292 2.6728 0.1689  -1.6801
C32 0.2549 0.8223 3.2748  0.7808
O8 0.6692 -1.8973 -0.8361  0.4001
C33 1.7333 -5.1425 1.0420  0.4091
C34 3.1116 1.1456 0.4659  -0.9277
C35 3.0159 3.1111 -3.7111  -1.0629
H37 -2.8706 -0.9820 -3.0449  0.2485
N5 3.9570 -0.0311 2.1092  0.3545
H38 6.5851 0.1790 2.3831  0.5096
H39 -4.5514 -1.0509 -3.6181  0.4972
H40 1.8304 -3.0454 -2.6665  -0.1212
C36 0.4996 -1.0059 5.3923  -0.9103
H41 -1.0196 -3.3376 1.3901  -0.1440
C37 -3.9124 -2.4132 3.1477  -1.6662
P2 -2.4131 -2.3932 -0.2769  -0.7352
H42 -3.8188 -1.8009 4.0456  0.3591
H43 0.5887 -1.7200 6.2040  0.4478
C38 -0.4824 4.6443 -1.8676  0.7292
H44 1.5267 -7.2468 0.6937  0.4970
C39 6.3545 0.5534 -4.4715  -0.8623
C40 0.6881 0.3535 5.6303  -0.9399
H45 4.9702 1.7860 1.5065  0.4993
H46 -5.5243 -2.6347 -0.9813  0.1648
C41 -4.3679 -0.3841 1.7028  -1.5445
H47 2.9892 -1.1089 4.3035  0.2634
H48 -0.7845 -3.5017 -4.1470  0.3056
H49 2.8069 -5.1941 1.2204  0.4153
H50 1.8680 -6.3109 -0.7742  0.1521
H51 2.1334 -4.5919 -4.5819  0.4458
C42 4.8070 -1.4365 5.3980  -0.9195
C43 0.1102 1.8407 2.2448  -0.8627
H52 2.8864 1.8684 -0.3016  0.3788
H53 2.1201 2.8399 -4.2752  0.2103
H54 -5.3469 -4.2343 -1.7160  0.3150
C44 4.1549 2.1775 -4.0134  0.6445
H55 -6.1037 -2.9182 -2.6378  0.4684
H56 0.9374 0.7130 6.6203  0.3913
O9 -1.9565 -1.0128 -0.4895  -0.4978
C45 -3.8877 -1.2709 -2.7810  -1.1703
C46 4.7146 -0.4513 3.2133  0.1992
H57 -3.9860 0.1768 0.8493  0.2612
H58 -1.1160 3.3915 -5.4819  0.4010

Atomic forces in eV per Å
O -0.04 0.12 -0.07
H -0.05 0.00 0.04
Mn 0.44 -0.43 0.17
O 0.06 -0.03 0.00
O -0.24 -0.28 -0.34
H -0.05 0.00 -0.03
H 0.00 0.00 -0.03
C 0.15 -0.15 0.14
H 0.01 0.03 0.02
H -0.07 -0.02 0.10
H 0.00 0.02 0.04
H 0.09 -0.04 -0.02
C 0.16 0.11 -0.22
Se 0.32 0.00 -0.16
N 0.10 -0.06 0.16
H 0.01 0.06 0.04
O -0.04 0.02 0.15
C -0.10 -0.07 0.11
C -0.02 0.15 0.15
C -0.17 0.11 -0.27
H -0.02 0.02 -0.04
C -0.04 0.13 0.01
C -0.11 -0.10 0.07
H 0.02 0.04 -0.01
H -0.02 -0.02 0.01
H 0.00 -0.03 0.02
C 0.06 0.16 0.00
H -0.05 -0.01 -0.04
H 0.01 0.00 -0.01
C 0.15 0.08 -0.03
H 0.01 0.00 -0.01
H 0.03 0.01 -0.02
H -0.02 0.02 0.02
C -0.08 -0.18 -0.09
C 0.10 -0.06 0.08
C 0.10 0.07 0.20
C 0.03 0.09 -0.02
O -0.14 0.00 -0.02
C 0.02 0.03 0.02
H 0.02 0.03 -0.02
C -0.11 -0.04 0.07
H 0.01 0.01 0.02
C -0.14 0.17 -0.03
C -0.13 0.15 -0.01
C 0.15 0.00 -0.05
H -0.01 0.02 -0.05
C 0.08 0.06 -0.03
C -0.01 0.05 -0.06
O 0.05 0.00 0.02
H 0.01 -0.01 -0.01
C -0.05 -0.01 0.07
C 0.01 -0.07 0.07
H 0.02 0.01 -0.05
N -0.87 0.50 -0.30
H -0.01 0.00 -0.08
H -0.04 -0.01 -0.05
C 0.03 0.04 -0.02
H -0.01 -0.02 0.02
H -0.01 -0.01 -0.01
C -0.08 -0.09 0.08
C 0.06 0.09 -0.04
H -0.01 -0.03 -0.01
H -0.04 0.00 -0.01
C 0.01 -0.03 0.05
C -0.03 0.09 0.01
H 0.03 -0.07 -0.04
C 0.03 0.32 -0.10
N -0.01 0.09 -0.31
H 0.02 0.00 0.01
H 0.02 0.02 0.03
O 0.06 -0.61 0.09
H 0.01 -0.05 -0.01
H 0.01 -0.06 0.01
C 0.01 -0.04 -0.07
H -0.04 -0.02 -0.02
C -0.17 -0.05 0.10
H 0.01 -0.02 0.04
C 0.03 0.00 0.04
P 0.22 -0.28 -0.20
H 0.03 -0.03 0.06
N 0.00 0.03 -0.06
C 0.13 -0.06 0.01
O -0.09 0.34 0.19
C -0.12 -0.18 -0.04
C 0.04 0.00 -0.09
C 0.02 0.02 -0.11
H -0.03 0.02 -0.02
N 0.08 0.02 -0.12
H 0.01 -0.03 0.00
H -0.02 -0.01 0.01
H -0.02 0.03 0.06
C -0.01 0.07 -0.05
H 0.00 0.04 -0.02
C 0.00 -0.08 -0.06
P -0.09 -0.24 0.11
H -0.01 -0.02 -0.01
H -0.01 0.01 -0.01
C 0.00 0.00 0.01
H -0.01 0.01 0.01
C -0.06 -0.05 0.07
C 0.04 0.00 0.07
H -0.02 -0.03 0.01
H -0.05 0.01 -0.04
C 0.02 -0.05 -0.12
H 0.03 0.01 0.05
H 0.05 0.00 -0.01
H 0.05 0.04 -0.03
H -0.02 -0.01 0.01
H 0.00 -0.01 0.01
C -0.13 -0.10 0.10
C 0.01 0.13 0.39
H 0.01 -0.09 -0.03
H 0.01 -0.01 0.06
H -0.03 0.02 -0.01
C 0.11 -0.03 0.06
H 0.01 0.00 0.00
H -0.03 0.01 0.00
O 0.26 0.31 0.14
C 0.12 -0.06 0.09
C -0.03 0.03 0.04
H -0.03 0.01 0.02
H 0.05 -0.01 0.01

Computed properties:
Kohn-Sham gap (alpha / beta)	4.746 / 4.746	eV
energy above the lowest of the compared OMol25 structures with the same formula, charge and spin	5.2	kcal per mole
LUMO energy (alpha / beta)	1.86 / 1.86	eV
multiplicity	2
charge	-1
HOMO energy (alpha / beta)	-2.89 / -2.89	eV